1.
{
  "formula": "C35H38AsCrN6OPS3Se",
  "method": "the ωB97M-V functional and the def2-TZVPD basis",
  "symbols": ["Cr", "C", "S", "C", "S", "N", "N", "C", "C", "C", "C", "C", "C", "N", "H", "H", "H", "H", "H", "H", "H", "H", "C", "O", "H", "H", "H", "Se", "N", "C", "C", "C", "C", "N", "C", "N", "H", "H", "H", "C", "As", "C", "C", "S", "H", "H", "H", "H", "H", "H", "H", "H", "H", "C", "C", "C", "C", "C", "C", "P", "C", "C", "C", "C", "C", "C", "C", "C", "C", "C", "C", "C", "H", "H", "H", "H", "H", "H", "H", "H", "H", "H", "H", "H", "H", "H", "H"],
  "xyz": [[-1.251, 0.124, -1.124], [-5.351, 3.280, -0.495], [-3.929, 4.349, -0.158], [-2.633, 3.123, -0.277], [-2.528, 2.287, 1.214], [-2.007, 3.113, -1.405], [-1.086, 2.125, -1.623], [-0.175, 2.394, -2.482], [0.804, 1.371, -2.834], [1.776, 1.586, -3.800], [2.663, 0.561, -4.089], [2.565, -0.632, -3.394], [1.565, -0.767, -2.443], [0.700, 0.204, -2.181], [-6.235, 3.900, -0.352], [-5.378, 2.446, 0.200], [-5.324, 2.916, -1.520], [-0.141, 3.375, -2.946], [1.825, 2.535, -4.316], [3.429, 0.697, -4.841], [3.251, -1.447, -3.571], [1.436, -1.682, -1.878], [-4.141, -0.508, -1.465], [-3.086, 0.204, -0.905], [-4.496, -0.048, -2.398], [-4.977, -0.527, -0.756], [-3.897, -1.555, -1.688], [-1.075, -3.735, -0.994], [-1.545, -4.198, -2.673], [-1.784, -3.070, -3.353], [-2.235, -2.910, -4.673], [-2.421, -1.617, -5.159], [-2.153, -0.504, -4.373], [-1.702, -0.622, -3.116], [-1.556, -1.858, -2.630], [-1.154, -1.952, -1.359], [-2.440, -3.777, -5.286], [-2.781, -1.465, -6.168], [-2.296, 0.501, -4.749], [-2.572, -1.667, 3.723], [-3.002, -2.491, 1.992], [-4.950, -2.489, 2.248], [-2.750, -4.379, 2.503], [-1.218, 0.718, 1.182], [-2.921, -2.286, 4.550], [-3.061, -0.693, 3.766], [-1.498, -1.508, 3.808], [-5.223, -3.001, 3.171], [-5.430, -2.984, 1.404], [-5.303, -1.459, 2.290], [-3.023, -4.548, 3.546], [-1.719, -4.694, 2.347], [-3.385, -4.994, 1.864], [2.202, 4.823, 3.210], [1.322, 3.805, 3.548], [1.340, 2.606, 2.853], [2.242, 2.397, 1.805], [3.119, 3.427, 1.476], [3.100, 4.628, 2.173], [2.081, 0.840, 0.844], [3.762, 0.599, 0.139], [4.119, 1.390, -0.957], [5.326, 1.208, -1.613], [6.189, 0.199, -1.211], [5.833, -0.619, -0.149], [4.634, -0.419, 0.522], [2.058, -0.438, 2.146], [1.374, -1.614, 1.847], [1.370, -2.679, 2.738], [2.032, -2.566, 3.951], [2.705, -1.392, 4.266], [2.725, -0.337, 3.366], [2.188, 5.760, 3.751], [0.614, 3.942, 4.355], [0.638, 1.827, 3.118], [3.846, 3.300, 0.685], [3.799, 5.410, 1.904], [3.431, 2.148, -1.318], [5.584, 1.845, -2.450], [7.129, 0.047, -1.726], [6.495, -1.415, 0.167], [4.379, -1.064, 1.353], [0.836, -1.695, 0.906], [0.839, -3.589, 2.490], [2.019, -3.389, 4.654], [3.221, -1.301, 5.213], [3.262, 0.572, 3.609]],
  "orbital_gap_ev": [5.20, 6.08],
  "spin_multiplicity": 5,
  "e_tot_ha": -8977.86105,
  "max_force_ev_per_a": 1.25,
  "s_squared": 6.066,
  "de_lowest_kj_mol": 82.5,
  "total_charge": 0
}

=====

2.
{
  "formula": "C35H38BCoF3IN7O2Sb",
  "method": "the ωB97M-V functional and the def2-TZVPD basis",
  "symbols": ["Co", "C", "C", "C", "C", "C", "N", "N", "B", "N", "N", "C", "C", "C", "C", "C", "N", "N", "C", "C", "C", "C", "C", "H", "H", "H", "H", "H", "H", "H", "H", "H", "H", "H", "H", "H", "H", "H", "H", "H", "H", "H", "H", "H", "H", "N", "C", "C", "O", "O", "H", "H", "H", "H", "F", "C", "C", "C", "C", "C", "C", "Sb", "C", "C", "C", "C", "F", "C", "C", "C", "C", "C", "C", "F", "C", "C", "H", "H", "H", "H", "H", "H", "H", "H", "H", "H", "H", "H", "I"],
  "xyz": [[0.307, 1.607, -0.141], [-1.528, 0.000, 2.664], [-0.337, 0.846, 2.925], [0.265, 1.042, 4.172], [1.332, 1.886, 3.938], [2.339, 2.375, 4.920], [1.347, 2.164, 2.621], [0.338, 1.528, 2.003], [2.425, 2.935, 1.857], [1.830, 3.986, 0.921], [1.043, 3.666, -0.118], [0.781, 4.786, -0.786], [-0.067, 4.862, -2.005], [1.420, 5.859, -0.155], [2.071, 5.310, 0.931], [2.905, 5.999, 1.953], [3.195, 1.902, 1.028], [2.598, 1.101, 0.126], [3.510, 0.212, -0.263], [3.342, -0.908, -1.225], [4.717, 0.452, 0.403], [4.475, 1.535, 1.219], [5.417, 2.193, 2.166], [-2.143, -0.068, 3.560], [-1.216, -1.007, 2.382], [-2.123, 0.410, 1.855], [-0.038, 0.623, 5.111], [2.000, 2.149, 5.928], [2.494, 3.448, 4.835], [3.294, 1.876, 4.757], [3.164, 3.456, 2.612], [-0.525, 3.904, -2.211], [0.527, 5.174, -2.865], [-0.855, 5.596, -1.851], [1.394, 6.893, -0.435], [2.904, 7.070, 1.764], [3.932, 5.635, 1.922], [2.506, 5.819, 2.950], [2.367, -1.367, -1.130], [4.101, -1.663, -1.021], [3.481, -0.571, -2.252], [5.626, -0.109, 0.296], [6.419, 1.808, 1.990], [5.137, 1.961, 3.193], [5.410, 3.275, 2.042], [0.214, 1.433, -2.499], [0.554, 0.077, -2.902], [0.244, -0.930, -1.773], [0.287, -2.124, -2.046], [-0.072, -0.453, -0.647], [-0.795, 1.547, -2.583], [0.649, 2.106, -3.122], [1.619, 0.017, -3.126], [-0.010, -0.272, -3.777], [-8.038, -4.446, 0.610], [-6.781, -3.994, 0.334], [-6.630, -2.826, -0.388], [-5.348, -2.371, -0.634], [-4.229, -3.058, -0.182], [-4.421, -4.219, 0.548], [-5.694, -4.705, 0.801], [-2.342, -1.957, -0.349], [-0.991, -3.615, 0.058], [0.144, -3.286, 0.786], [1.096, -4.235, 1.108], [0.895, -5.534, 0.686], [1.820, -6.485, 0.997], [-0.220, -5.896, -0.041], [-1.162, -4.926, -0.353], [-2.516, -1.950, -2.520], [-2.049, -2.953, -3.354], [-2.061, -2.791, -4.728], [-2.570, -1.619, -5.255], [-2.579, -1.458, -6.610], [-3.053, -0.605, -4.451], [-3.016, -0.781, -3.076], [-7.503, -2.285, -0.721], [-5.211, -1.451, -1.185], [-3.564, -4.758, 0.929], [-5.854, -5.611, 1.367], [0.308, -2.260, 1.077], [1.989, -3.982, 1.657], [-0.337, -6.923, -0.356], [-2.031, -5.210, -0.931], [-1.619, -3.848, -2.932], [-1.675, -3.552, -5.391], [-3.443, 0.302, -4.892], [-3.364, 0.017, -2.432], [-2.224, 2.224, -0.285]],
  "orbital_gap_ev": [7.32, 7.32],
  "spin_multiplicity": 4,
  "e_tot_ha": -4135.74291,
  "max_force_ev_per_a": 1.20,
  "s_squared": 3.757,
  "de_lowest_kj_mol": 0.0,
  "total_charge": -1
}